Record 1
The following is a quantum chemistry calculation of C4H7ClN2 as an isolated structure, from OMol25.

```
14
Properties=species:S:1:pos:R:3:forces:R:3
C -2.154 -0.179 1.238 1.4 1.3 -1.1
H 2.664 0.035 -0.702 0.0 -1.5 0.5
H -2.325 0.659 1.994 0.8 -1.4 -0.9
H 0.532 -1.006 1.474 0.3 0.1 0.1
H 2.104 1.069 -1.805 -1.1 0.0 -0.3
N -0.118 -1.801 -0.458 -0.1 0.4 0.1
N 0.046 -1.024 -1.449 0.1 -0.1 -1.0
Cl -0.575 1.585 -0.826 -0.8 0.7 -0.4
C 1.836 0.707 -0.805 1.5 -0.3 -0.9
C 0.081 -0.807 0.515 -1.7 0.8 1.4
H -2.085 0.201 0.187 -0.9 -0.7 1.3
C 0.412 0.162 -0.625 1.5 0.4 0.7
H -2.635 -1.120 1.463 0.1 -0.1 -0.2
H 2.218 1.519 -0.201 -1.1 0.4 0.7
```
Positions in Å, forces in eV/Å.

The total energy comes out at -726.104633 Ha. Its spin multiplicity is 1. The energy above the lowest of the compared OMol25 structures with the same formula, charge and spin is 6.4195 eV. For the LUMO energy (spin up / spin down), the calculation gives -0.5 / -0.8 eV. The value obtained for the HOMO energy (spin up / spin down) is -0.340 / -0.341 Eh.

=====

Record 2
The following is a quantum chemistry calculation of one molecule with the formula C3H4ClNOS, from OMol25.

```
11
Properties=species:S:1:pos:R:3:forces:R:3
C -0.415 -1.466 0.307 0.9 0.4 0.5
H -0.101 2.011 0.371 0.6 -1.1 0.0
N 0.199 0.551 -1.090 0.6 1.9 0.3
Cl 1.602 -0.639 1.740 -0.1 0.4 0.2
H 0.296 1.254 -2.747 0.2 0.6 -0.3
S -1.631 -2.405 0.720 -0.3 -0.1 -0.1
C -0.006 -0.196 1.058 -1.2 -1.2 0.5
O 0.388 1.690 -1.889 -0.5 -1.1 -0.6
C 0.067 0.933 0.115 -0.4 0.4 -0.4
H -0.735 -0.048 1.868 0.6 0.1 -0.1
H 0.334 -1.684 -0.453 -0.4 -0.4 -0.1
```
Positions in Å, forces in eV/Å.

The total energy comes out at -1104.989754 Ha. Its spin multiplicity is 1. The energy above the lowest of the compared OMol25 structures with the same formula, charge and spin is 2.5665 eV. For the LUMO energy, the calculation gives -0.4 eV. Its SMILES is O/N=C/[C@H](Cl)C=S. The value obtained for the HOMO energy is -0.330 Eh.

=====

Record 3
The following is a quantum chemistry calculation of C30H47CdCl2NP4 as an isolated structure, from OMol25.

```
85
Properties=species:S:1:pos:R:3:forces:R:3
H -0.666 -3.413 1.531 0.1 0.0 0.0
H 2.723 -4.599 -1.316 0.0 -0.1 0.0
H -0.382 3.130 -2.730 0.0 0.0 0.0
H 2.506 -2.391 -0.593 0.0 0.0 0.1
H -0.285 3.952 -0.123 0.0 0.0 0.0
H -2.017 4.125 0.154 0.0 0.0 0.0
H 3.892 -4.330 -3.381 0.0 0.0 0.0
C 2.462 2.652 0.802 -0.1 -0.1 0.0
H -3.817 -1.890 2.017 0.0 0.0 0.1
C -2.939 0.827 2.694 0.0 -0.1 -0.1
H -1.032 3.150 1.264 0.0 0.0 0.0
C 2.429 -1.485 -2.518 -0.1 0.0 0.0
H 1.938 -0.360 6.574 0.0 0.0 0.0
H 0.523 -4.998 -2.213 0.0 0.0 0.0
H 3.271 -0.236 -5.566 0.0 0.0 0.0
H 2.979 -2.968 3.099 0.0 0.0 0.0
C 1.280 -0.744 -2.212 0.0 0.4 -0.2
C 2.883 -2.565 -1.596 0.1 0.0 0.0
H -5.193 -1.248 -0.837 0.0 0.0 0.0
H -3.654 0.958 1.881 0.0 0.0 0.0
H -1.992 0.312 5.072 0.0 0.0 0.0
C -2.635 -1.173 -3.204 0.1 0.0 0.1
H -0.061 0.709 -3.074 0.1 -0.1 0.0
Cl 2.275 2.236 -0.903 0.1 0.1 0.0
H -3.947 -2.930 -1.270 0.0 0.0 0.0
H 3.576 -1.509 2.272 0.0 0.0 0.0
H -2.276 -3.485 -1.228 0.0 0.0 0.0
C -0.987 -0.053 4.907 0.0 0.0 0.0
H 2.250 3.703 0.943 -0.1 0.1 0.0
H 2.491 -5.426 -3.482 0.0 0.0 0.0
H 2.613 -1.301 4.434 0.0 0.0 0.0
H -3.687 -1.408 -3.372 0.0 0.0 -0.1
C -1.180 3.431 0.225 -0.1 0.0 -0.1
C -1.387 2.780 -2.492 0.0 -0.1 0.0
H -2.407 -0.216 -3.675 0.0 0.0 0.0
C 0.315 -3.460 2.005 0.0 0.1 -0.1
C 3.147 -1.288 -3.701 0.0 0.0 -0.1
C -2.959 -2.715 -0.863 0.0 0.0 -0.1
C -0.082 0.016 5.956 0.0 0.0 0.0
H -3.498 0.612 3.602 0.0 0.0 0.1
H 3.229 -2.974 1.355 0.0 0.0 0.0
P 1.178 -1.833 1.906 -0.3 0.1 0.1
H 3.469 2.409 1.107 0.1 0.0 0.1
C -5.839 0.735 -0.398 0.0 0.0 0.0
H 2.367 -3.755 -4.096 0.0 0.0 0.0
H -2.453 -2.930 2.468 0.0 0.1 0.0
Cd 0.229 -0.278 -0.305 -0.5 -0.4 -0.2
C -3.538 0.134 -0.862 0.0 0.1 0.0
H -2.070 3.628 -2.472 0.0 0.0 0.0
H 0.443 -3.242 -2.557 0.0 0.0 0.0
H 1.142 0.988 -5.172 0.0 0.0 0.0
H 0.194 -3.761 3.044 0.0 0.0 0.0
C 1.593 -0.964 4.548 0.0 0.0 0.0
P -2.297 -1.097 -1.403 0.0 -0.1 0.1
C -0.623 -0.568 3.662 -0.1 0.0 0.0
C 2.904 -2.363 2.197 0.0 0.1 0.0
H -2.994 -2.775 0.224 0.0 0.0 -0.1
H 0.910 -4.222 1.497 0.0 0.0 0.0
C -4.137 2.428 -0.405 0.1 0.0 0.0
C 2.808 -4.397 -3.341 0.0 0.0 0.1
H -1.712 2.089 -3.269 0.0 0.0 0.0
P -1.392 1.968 -0.849 0.1 0.0 0.2
Cl 1.340 1.710 1.826 0.2 0.1 0.1
H -6.210 2.819 -0.036 0.0 0.0 0.0
H 4.066 -1.843 -3.876 -0.1 0.1 0.0
C -3.154 1.478 -0.685 0.0 -0.1 0.0
C 1.522 0.298 -4.427 0.0 0.0 0.1
H -3.874 3.472 -0.286 0.0 0.0 0.0
C 1.217 -0.426 5.769 0.0 0.0 0.0
C -5.466 2.065 -0.260 0.0 0.0 0.0
C 0.851 -4.008 -1.904 0.1 0.0 -0.1
H -0.392 0.421 6.912 0.0 0.0 -0.1
C -4.881 -0.218 -0.708 0.1 0.0 0.0
C 0.841 0.122 -3.227 0.1 0.0 0.0
H -2.384 1.756 2.826 0.0 0.0 0.0
P -1.815 -0.554 2.261 0.2 0.1 -0.1
H -2.012 -1.938 -3.672 0.0 0.0 0.0
C 2.706 -0.391 -4.656 0.0 0.0 0.0
H -3.232 -1.913 3.692 -0.1 0.0 0.0
C 0.687 -1.054 3.490 0.0 0.0 0.0
H -6.875 0.443 -0.281 0.0 0.0 0.0
C -2.928 -1.965 2.646 0.0 0.1 0.1
H 0.549 -3.810 -0.880 0.0 0.0 0.1
N 2.340 -3.943 -1.995 -0.1 0.0 -0.1
H 3.965 -2.681 -1.571 0.0 0.0 0.0
```
Positions in Å, forces in eV/Å.

The total energy comes out at -3679.159228 Ha. Its spin multiplicity is 1. Its net charge is +2. The energy above the lowest of the compared OMol25 structures with the same formula, charge and spin is 0.2568 eV. For the LUMO energy, the calculation gives -4.6 eV. The value obtained for the HOMO energy is -0.476 Eh.

=====

Record 4
The following is a quantum chemistry calculation of C26H34HoN4O3PSSe as an isolated structure, from OMol25.

```
71
Properties=species:S:1:pos:R:3:forces:R:3
H 4.009 -6.640 16.512 0.3 -0.2 -0.3
H 2.724 -15.606 16.843 0.3 0.3 0.0
N 2.588 -13.681 14.757 0.0 0.4 0.0
H 9.144 -10.714 14.778 0.0 -0.4 -0.1
C 4.545 -12.998 15.508 0.4 0.8 0.4
C 5.864 -7.585 14.144 -0.2 -0.5 1.3
C 7.534 -9.349 14.414 -0.7 -0.4 1.1
C 5.552 -8.566 10.113 -0.7 -1.0 0.0
H 7.376 -13.500 11.532 -0.3 0.4 -0.1
H 4.929 -8.937 9.297 0.2 -0.1 -0.1
Ho 4.946 -10.190 13.300 0.1 0.7 -0.2
H 6.062 -6.027 12.727 -0.1 0.2 -0.2
C 2.360 -8.236 12.512 -0.6 -0.9 -0.3
H 4.856 -15.805 18.131 0.1 0.2 -0.2
C 7.743 -10.403 16.715 -1.2 -0.2 0.5
H 8.023 -11.108 8.408 0.2 -0.1 0.1
H 4.733 -8.847 17.978 0.1 0.3 -0.1
N 4.154 -12.152 14.460 0.6 -0.2 -0.6
H 5.884 -13.582 12.527 0.2 -0.2 0.2
Se 0.667 -8.041 12.066 0.6 0.2 0.2
H 0.621 -13.509 12.372 -0.4 -0.7 0.3
H 5.398 -5.468 14.242 0.2 0.0 0.5
C 6.925 -9.720 15.650 -0.1 0.1 -0.5
P 6.574 -11.070 10.506 0.0 0.3 -0.2
C 3.887 -7.407 15.735 -1.1 -1.1 -0.3
C 5.145 -8.100 15.277 0.4 0.2 -0.7
C 3.517 -13.881 15.762 -0.6 -1.3 0.0
C 3.034 -12.683 13.990 -0.4 -0.4 0.5
H 6.774 -14.324 17.595 -0.4 -0.1 0.0
H 7.204 -7.291 11.704 0.3 0.3 0.6
C 3.558 -14.915 16.696 -0.2 0.2 -0.1
H 4.920 -7.887 10.672 0.3 0.4 0.1
S 1.243 -12.133 10.532 0.3 0.3 -0.5
N 3.463 -8.596 12.757 0.0 0.1 0.1
C 2.646 -11.205 10.825 -0.6 0.3 -0.1
H 3.349 -6.994 14.867 0.3 0.1 0.5
C 8.750 -10.731 9.129 0.2 -0.1 1.3
H 5.410 -10.463 17.740 -0.3 0.2 -0.1
N 3.166 -11.383 12.005 0.2 -0.6 0.2
H 6.477 -8.161 9.718 0.1 0.2 0.2
O 6.383 -11.657 12.055 0.3 0.0 -0.2
H 8.738 -10.647 16.439 0.5 -0.6 -0.3
O 8.134 -10.668 10.515 -0.3 -0.2 -1.2
H 8.654 -7.072 12.856 -0.7 -0.1 -0.3
C 7.010 -8.260 13.690 0.0 0.8 -0.6
H 7.227 -11.216 17.237 0.4 0.0 -0.4
H 8.813 -10.496 13.054 -0.2 0.0 0.1
C 5.417 -6.299 13.549 0.0 0.0 -0.4
C 4.738 -15.020 17.386 0.1 -0.3 0.3
H 2.974 -10.460 10.105 0.1 -0.2 0.2
H 4.399 -6.393 13.203 -0.3 0.0 -0.3
H 3.931 -9.969 16.913 -0.7 -0.4 0.2
H 9.639 -11.354 9.241 -0.3 -0.1 -0.2
H 9.065 -9.731 8.874 -0.1 0.3 0.0
C 7.819 -7.716 12.508 0.2 -1.5 -0.1
H 8.272 -8.615 12.048 0.1 0.6 0.1
C 8.817 -10.009 14.034 0.0 -0.4 -0.5
C 1.389 -12.862 12.042 0.6 0.7 0.5
H 6.586 -12.526 15.899 1.0 0.5 0.0
C 6.800 -13.031 12.339 -0.3 0.3 -0.3
H 1.742 -14.198 14.607 -0.1 -0.2 0.0
C 5.766 -13.113 16.190 -2.0 -1.5 0.1
H 7.439 -12.942 13.192 0.2 -0.3 0.6
C 2.465 -12.355 12.717 -0.1 1.0 -1.2
H 7.880 -9.678 17.493 0.0 0.7 0.6
C 5.813 -14.170 17.097 1.3 0.8 0.1
C 4.893 -9.632 17.248 1.0 -0.7 -0.4
C 5.641 -9.212 15.993 0.4 0.9 0.1
H 3.213 -8.200 16.145 0.3 0.9 -0.2
O 5.808 -9.678 11.037 0.2 0.0 0.2
H 9.592 -9.291 13.981 0.9 0.9 -0.1
```
Positions in Å, forces in eV/Å.

The total energy comes out at -5544.635022 Ha. Its spin multiplicity is 5. Its net charge is +2. For the LUMO energy (spin up / spin down), the calculation gives -5.7 / -5.6 eV. As for the expectation value of S²: 6.004. The value obtained for the HOMO energy (spin up / spin down) is -0.474 / -0.474 Eh.

=====

Record 5
The following is a quantum chemistry calculation of a 14-piece molecular cluster, C26H70BO32 overall, from OMol25.

```
129
Properties=species:S:1:pos:R:3:forces:R:3
H 23.574 25.772 -6.803 -0.1 -0.2 0.7
C 19.869 24.381 -14.567 2.0 -0.6 0.4
O 17.521 23.743 -9.139 -1.7 -4.2 -0.4
C 11.700 16.599 -3.196 -0.2 -0.1 -0.5
C 7.304 22.621 -13.653 -1.4 -2.7 0.0
H 10.520 28.088 -8.067 0.7 0.4 0.0
C 3.643 17.447 -9.140 0.3 -0.1 1.2
C 19.262 16.913 -4.029 -0.6 -1.1 0.2
O 17.871 15.471 -15.689 1.8 -1.7 -0.4
O 14.244 20.473 -9.325 -0.3 0.0 -0.3
H 16.627 17.086 -17.332 0.5 0.3 -0.4
O 18.328 31.792 -7.196 0.2 0.4 -0.4
C 17.554 21.151 -9.128 3.9 -0.2 1.0
H 11.002 16.821 -5.194 0.2 0.3 -0.2
C 16.678 30.932 -5.664 1.4 -0.9 0.2
H 8.035 21.955 -13.193 0.1 -0.6 0.1
H 2.975 19.104 -8.405 -0.1 0.2 -0.1
C 18.220 17.916 -3.629 -0.6 -0.4 -1.6
H 18.800 30.328 -5.929 -0.3 -0.4 0.7
H 16.342 16.317 -14.976 -1.0 1.2 -0.1
O 15.265 20.679 -11.448 0.1 0.8 0.1
O 11.924 17.376 -2.021 0.1 -0.4 -0.2
C 13.388 19.982 -10.210 -2.9 -0.6 -0.2
O 17.663 17.595 -2.395 0.0 0.3 1.2
H 19.061 15.974 -3.513 -0.7 -0.3 0.1
O 19.472 24.050 -15.870 -0.2 0.8 -0.1
H 21.582 26.302 -15.389 0.3 0.1 -0.3
H 20.858 23.956 -14.395 0.1 -0.6 -0.1
H 18.883 24.798 -15.994 -0.5 -0.1 -1.2
H 22.806 18.804 -10.400 -0.2 0.2 0.1
C 11.009 17.416 -4.281 -1.2 -0.6 0.5
H 5.001 18.352 -10.600 -0.1 0.1 0.2
O 9.956 16.235 -17.390 -0.4 -0.1 0.3
C 17.935 30.624 -6.522 -0.9 -0.4 0.3
H 16.057 30.068 -5.427 0.2 -0.5 -0.4
H 12.870 17.539 -1.981 0.0 0.2 0.2
H 20.502 25.988 -13.319 0.2 0.2 0.0
O 11.589 25.921 -7.162 0.4 0.2 0.9
H 19.038 26.248 -14.260 0.0 0.6 0.2
C 17.141 17.652 -16.555 1.3 0.2 2.3
C 17.313 16.664 -15.329 -1.8 1.7 -0.6
H 25.427 24.422 -7.996 -1.4 -0.3 0.4
O 17.111 31.474 -4.416 -0.6 0.9 -0.1
H 11.445 18.408 -4.405 0.3 -0.1 -0.2
H 16.020 31.598 -6.224 0.3 0.5 0.3
H 11.764 12.060 -8.173 0.2 -0.1 0.3
H 8.639 14.923 -18.177 -0.3 0.3 0.0
H 24.256 18.972 -5.239 -0.1 -0.2 0.1
H 4.326 15.895 -11.450 -0.3 0.0 -0.4
O 26.757 25.744 -7.541 1.5 0.9 0.2
H 10.624 13.673 -18.148 0.2 0.2 0.1
C 4.596 17.382 -10.311 -0.5 -0.5 -0.3
H 9.224 12.014 -11.039 0.1 0.2 0.3
H 8.849 21.535 -15.468 -0.1 -0.2 0.2
O 8.237 22.198 -15.794 0.5 0.2 -0.7
H 17.786 30.903 -4.044 -0.1 -0.1 -0.1
H 10.823 25.351 -7.261 0.0 -0.1 0.0
O 3.979 16.789 -11.432 -0.3 -0.2 -0.9
H 6.504 21.266 -15.078 -0.1 -0.2 -0.4
H 20.469 17.465 -2.697 0.5 0.1 0.1
H 12.828 27.013 -8.476 0.2 -0.3 0.7
O 18.692 20.812 -8.777 -2.2 1.3 -0.4
O 24.798 26.963 -5.623 0.4 -0.7 -0.6
C 11.029 11.540 -8.787 0.1 2.9 -1.1
O 2.678 18.511 -9.098 0.8 -0.4 -0.2
H 6.449 23.011 -15.558 -0.3 -0.2 0.1
H 19.105 16.644 -5.073 1.1 0.5 -0.3
C 10.083 13.794 -17.210 -1.7 0.5 -0.6
H 8.489 15.084 -16.423 0.0 0.0 0.3
H 17.761 29.801 -7.214 -0.3 -0.1 -0.2
H 12.594 16.103 -3.573 0.5 0.5 -0.1
H 10.450 13.510 -15.376 0.2 0.0 0.2
C 20.062 25.878 -14.310 -1.8 0.0 -0.1
C 25.617 25.041 -7.119 -0.5 1.6 0.0
O 23.306 18.134 -10.866 0.2 0.0 -0.2
H 17.771 17.093 -14.438 0.5 0.6 -0.2
H 8.543 23.962 -14.135 0.1 -0.1 -0.2
H 11.388 27.591 -10.761 -0.1 -0.3 0.1
O 16.661 20.298 -9.491 -1.4 -0.3 -0.6
H 18.575 19.090 -16.547 -0.4 -0.1 0.2
O 12.265 19.455 -10.028 4.0 1.7 -0.3
H 11.076 15.730 -2.987 -0.5 0.2 0.4
O 11.395 10.245 -9.000 0.0 -1.7 0.2
H 6.413 22.617 -13.025 -0.3 -0.4 -0.1
H 16.513 18.456 -16.171 -0.4 -0.1 -0.2
H 27.339 25.179 -8.055 0.0 0.0 0.1
H 18.422 17.425 -1.832 -0.3 -0.1 0.6
C 16.991 22.617 -9.307 1.2 2.4 0.1
O 20.565 17.250 -3.628 0.6 0.5 -0.5
H 17.404 17.808 -4.343 -0.1 0.3 -0.1
H 5.418 16.700 -10.096 0.3 0.4 0.8
O 10.120 11.678 -11.121 1.1 0.0 0.6
H 24.497 26.874 -7.644 0.6 0.0 -0.3
H 3.101 16.521 -8.951 -0.1 -0.3 -0.8
O 24.688 19.795 -5.466 0.3 0.1 0.0
O 13.530 19.901 -12.693 1.5 1.4 3.1
C 24.578 26.196 -6.794 -0.8 -1.5 -1.2
H 12.007 12.346 -10.605 -0.1 -0.1 0.2
H 19.169 23.901 -13.882 0.1 0.4 0.6
H 25.803 24.449 -6.224 0.0 -0.1 0.1
O 18.399 18.260 -16.995 -0.9 -1.3 -0.3
C 7.026 22.222 -15.075 -0.1 -0.7 0.3
H 17.767 14.977 -14.873 0.4 -0.7 -0.3
H 23.136 17.327 -10.379 0.0 -0.2 0.1
H 19.278 31.693 -7.292 0.0 0.4 -0.3
H 4.304 17.435 -8.274 0.0 0.7 0.5
H 9.360 12.980 -17.154 0.0 -0.5 0.0
H 10.627 13.351 -10.087 0.5 0.2 0.7
C 14.049 20.252 -11.611 -2.6 -2.8 -3.3
C 9.198 15.047 -17.250 0.7 -0.4 -1.2
H 23.988 20.345 -5.817 -0.2 0.2 -0.1
H 10.568 9.758 -8.953 0.3 -0.5 -0.3
H 25.597 27.432 -5.875 0.3 0.4 0.5
O 11.047 28.141 -10.051 -0.2 -0.2 0.9
O 20.693 26.658 -15.327 0.0 -0.9 0.7
C 11.893 26.456 -8.416 -0.2 0.2 -1.2
B 15.450 20.991 -10.043 1.1 -0.4 1.5
H 11.945 25.634 -9.130 0.3 -0.1 -0.3
O 7.725 23.862 -13.643 1.7 4.9 0.6
C 11.023 12.336 -10.135 -2.0 -1.0 -0.7
H 9.540 18.046 -3.145 0.0 0.1 0.2
O 15.776 22.400 -9.777 -0.8 0.8 -0.3
H 9.875 26.796 -8.871 -0.3 -0.3 -0.8
O 10.954 13.790 -16.144 0.9 -0.1 1.0
C 10.792 27.384 -8.854 -0.7 0.5 -0.2
H 10.414 16.356 -16.555 0.3 0.1 0.1
H 18.611 18.931 -3.711 0.1 0.2 0.2
H 10.068 11.620 -8.278 -0.2 0.1 -0.1
O 9.590 17.571 -3.978 0.9 -0.1 -0.1
```
Positions in Å, forces in eV/Å.

The total energy comes out at -3465.132527 Ha. Its spin multiplicity is 1. Its net charge is -1. The energy above the lowest of the compared OMol25 structures with the same formula, charge and spin is 5.7775 eV. For the LUMO energy, the calculation gives 1.3 eV. The value obtained for the HOMO energy is -0.283 Eh.